[1]
The following is a DFT calculation (ωB97M-V/def2-TZVPD) of a molecular structure, C23H38NO2P2Sm in a non-equilibrium geometry.

```
67
C23H38NO2P2Sm (ωB97M-V/def2-TZVPD)
H -1.05941 -1.07837 3.78456
H -5.90204 -1.59263 0.94135
H -1.33607 -4.00769 0.75582
O -0.99496 -4.86769 -0.19144
C -1.52574 -3.05374 1.61903
H -2.44720 1.87710 -0.28414
H -1.00159 4.74526 -0.24706
C -3.04383 -0.19713 -0.24537
H 4.98580 -1.05492 -3.44822
H 1.49849 -3.44131 -1.24353
C -4.39488 -0.35165 0.02508
H -0.32934 -2.59302 4.44725
H 5.72939 0.20622 0.61164
H -1.00078 -0.07512 -4.22184
H -3.43889 1.36868 -1.68328
H 1.52270 4.53714 -0.81725
H 3.28152 0.03329 1.12263
C -0.83834 2.63430 -2.66081
H -4.18058 -3.18795 1.86663
C 0.05949 1.45650 -0.20005
H 1.89987 5.51645 0.62442
P 0.10164 -2.33885 2.10361
H -1.96000 -3.51203 2.52279
C 5.50909 -0.42168 -1.44817
H 6.57943 -0.35558 -1.66230
N -2.11224 -1.07732 0.22318
C 5.03653 -0.11752 -0.16610
C 0.55188 3.83542 1.00774
C 3.24078 -0.92033 -2.16348
C 1.72754 4.49141 0.26342
H -0.19812 -4.22727 -0.63295
H 0.00457 2.58474 -3.36738
H 0.79906 -4.35408 3.26931
P -1.07557 0.96810 -1.98447
C 0.32118 2.49559 0.42833
H -0.55090 5.71712 1.17366
H -2.46402 0.92992 -4.02390
C -2.63263 1.06056 -0.99952
H 2.18590 -3.45256 2.57818
H -1.73111 3.00066 -3.18971
C -4.83964 -1.44391 0.75707
C -0.71498 4.69030 0.81406
C 3.65281 -0.21755 0.12209
C 2.81085 -0.63303 -0.88388
C -0.18140 -1.73218 3.78471
C -2.53761 -2.10212 1.03239
H 0.01563 3.31063 3.03146
H 1.05674 4.73849 2.91730
H 1.74499 3.12486 2.66510
C -1.81008 0.19727 -3.53073
H 0.42456 -1.77346 -2.74751
H 0.07310 -1.18980 -3.09869
H 0.69728 -1.15008 4.08833
Sm 0.33408 -1.05221 -0.46780
H -0.56689 3.30258 -1.83572
H -5.08891 0.40333 -0.37931
H -2.39522 -0.70042 -3.28829
H -1.55260 4.25808 1.38003
O 0.69457 -3.22092 -0.76187
C 4.62447 -0.81949 -2.44615
C -3.89650 -2.33154 1.25364
H 1.17638 -4.43358 1.50166
C 0.86342 3.74514 2.49974
H 2.64382 3.90576 0.42209
C 1.16286 -3.80264 2.39532
H 2.54230 -1.21099 -2.94849
H -1.75065 -5.04256 -0.76419
```

Computed properties:
<S²>	8.77
relative energy (zero: lowest compared OMol25 entry of this formula, charge and spin)	0.000	eV
HOMO level (alpha / beta)	-0.2561 / -0.2557	Ha
LUMO (alpha / beta)	0.00891 / 0.01029	Ha
spin multiplicity	6

Atomic partial charges in e from the Löwdin method, atoms 1 to 2: 0.05 0.11



[2]
The following is a DFT calculation (ωB97M-V/def2-TZVPD) of a molecular structure, C23H39As2O13S2Si2Tc in a non-equilibrium geometry.

```
82
C23H39As2O13S2Si2Tc (ωB97M-V/def2-TZVPD)
H -4.60748 1.71009 -2.70385
H 1.98868 3.92585 -0.18952
H 3.39030 -0.51636 2.43338
C 2.17472 -3.08904 -1.50044
H 2.35413 1.04676 -3.96459
C 1.98375 -0.06283 -1.23461
O 0.22578 3.87398 2.26747
O 1.36884 -0.14943 1.45123
Si 2.05082 -1.47000 -2.48812
H 3.31927 6.30549 4.40277
H 1.05372 5.92013 3.48681
C 4.06905 4.39452 3.76993
H 4.54756 -1.47560 -2.73212
As 2.32107 1.27117 1.69571
H 4.61634 2.21895 -2.98406
H 2.12482 4.25054 -1.93499
C 3.75996 3.21577 3.11450
H -2.04524 3.23858 -3.42863
H 5.05832 4.54008 4.18417
H 3.81929 -0.45909 -3.98151
C -3.14789 2.46138 0.26283
H -3.28504 -1.55739 3.52564
C -3.08770 -3.72398 -1.73053
H -3.17688 4.04826 -2.31441
H -1.23589 -1.28764 4.57737
C -2.26572 3.45472 -2.38508
C 4.46511 2.03030 -1.91710
H 3.76452 -2.22527 -4.12810
H 2.01693 2.78647 -3.78678
O -1.84144 0.46734 2.39377
C 3.09117 5.37125 3.90319
O -1.00695 0.99762 -1.70416
O -3.66718 -4.69754 -2.12020
C -3.90171 0.94419 -2.38475
O 3.57683 0.41292 2.62983
H 5.05176 1.15140 -1.63011
H 4.50923 2.45140 2.97227
H 3.14687 -3.57259 -1.63307
C 1.48926 3.97970 2.73443
As -2.46018 1.78756 -1.40618
H -4.40224 0.20887 -1.76141
O -4.87862 -2.20355 -1.07759
C -0.55262 -1.38573 3.73594
O -0.19617 -1.64880 -0.91226
C 1.82696 5.16851 3.38571
Tc 0.15314 0.13241 -0.19374
O 0.09482 1.95446 0.78531
H 0.70107 3.42378 -1.29331
H -2.51462 3.26846 0.62094
C -1.35442 -2.21834 -1.10456
H -4.14586 2.83297 0.02882
H 0.26609 -0.68036 3.83284
H 1.39553 -3.79211 -1.80005
C 3.70191 -1.39061 -3.42209
O -2.67075 -0.44962 -0.26083
H -0.16503 -0.84741 -3.42228
C -3.70015 -2.46562 -1.17783
C -1.58186 -3.52945 -1.71837
H -3.61248 -1.75511 1.77837
O 3.15830 1.68045 0.29690
C -2.57943 -1.59739 -0.80087
Si 2.61956 1.81152 -1.48340
H 1.02139 -1.02821 -4.72545
C 1.78519 3.52904 -1.18870
O 0.33300 1.62517 3.25441
H 2.71036 -0.39890 -0.48606
C 2.48076 2.99000 2.61510
H 2.03330 -2.88149 -0.43673
C 1.87272 1.79914 -3.32696
H 4.85978 2.87999 -1.35221
H -3.20536 1.66929 1.00033
C 0.67332 -1.44997 -3.78009
H -0.17146 -2.40511 3.65275
C -2.89046 -1.91388 2.57609
H -1.43271 4.01569 -1.96093
S -0.49022 2.25212 2.21842
O -0.77438 -4.31824 -2.15320
H -2.61608 -2.96901 2.63212
S -1.39439 -0.96958 2.19123
H 0.80036 1.58194 -3.28685
H 0.30957 -2.46449 -3.96852
H -3.46522 0.45572 -3.25420
```

Computed properties:
<S²>	3.80
relative energy (zero: lowest compared OMol25 entry of this formula, charge and spin)	3.207	eV
total charge	-1
HOMO level (alpha / beta)	-0.1846 / -0.1890	Ha
LUMO (alpha / beta)	0.07833 / 0.06373	Ha
spin multiplicity	4

Atomic partial charges in e from the Löwdin method, atoms 1 to 2: 0.04 0.01



[3]
The following is a DFT calculation (ωB97M-V/def2-TZVPD) of a molecular structure, C23H39BBeBrF5N4NaO11 in a non-equilibrium geometry.

```
86
C23H39BBeBrF5N4NaO11 (ωB97M-V/def2-TZVPD)
H -6.87596 -3.07468 4.11158
O 1.67855 0.48698 4.38404
C 2.15384 0.73938 -0.07305
N -0.67780 3.77184 0.25369
H 2.37446 -2.73633 0.47161
H 3.46206 -2.06602 3.03570
F -1.78422 -0.83892 -3.06224
H 0.84105 2.37793 4.11842
Be -5.04452 2.46028 2.05900
O 3.69247 -0.38428 -1.41458
C 1.82375 1.91387 4.22283
F -1.98337 0.90963 -4.36887
H -4.52803 -0.38054 0.95052
N 4.66103 1.79880 -5.59513
H 1.25601 -0.66413 -2.39206
H 2.46270 2.18890 3.37939
H -4.46488 0.76470 2.36059
H -1.31055 1.53255 -1.81452
C -3.92850 0.37685 1.44550
C 2.04216 0.35615 1.21916
H -0.31387 -4.60076 -6.47528
H 2.27061 2.31513 5.13099
O -1.72132 3.09072 -0.44864
C -7.15674 -1.28464 2.97669
O 4.36570 1.61834 -0.73655
O -1.13010 4.62206 0.90402
N -0.22085 0.87315 1.28100
H -2.19719 1.13583 -0.37553
H -8.53547 -1.02595 4.59192
H 2.90542 3.15075 -0.47637
N 2.15534 -2.37409 1.39625
C -1.16359 0.03465 -3.81348
C 0.87067 0.39990 1.88296
H -3.89278 1.22301 0.73715
C 3.34762 -1.75918 1.95405
Br 4.76043 5.64546 -0.05290
F -0.85200 -3.24350 3.40158
C 0.16943 0.08534 -4.03583
O 5.50726 2.65103 -5.74421
F -2.65777 -0.77454 2.97482
O -0.74555 -5.12909 -5.79060
H -0.45795 -2.69377 -2.48001
C -1.52805 1.05685 1.95326
C 5.01632 0.41455 -6.01767
H 1.93690 -3.18270 1.97278
C 3.88453 2.85611 -0.10827
C -2.52054 -0.13431 1.81779
H 4.21755 0.19060 1.35475
H -9.29564 -1.26744 2.99637
F 0.58225 -0.03439 -5.31634
C -1.36699 1.73597 -0.75166
H -8.53829 0.28385 3.39765
H 0.35596 2.22094 -2.50276
O 1.04573 -4.11123 -2.55723
H -7.63669 -3.31689 2.51600
C -0.13740 1.24355 -0.00578
Na 5.18636 -0.84202 3.10913
C -8.46902 -0.79447 3.52805
H 3.38527 0.22916 2.93595
C -6.87743 -2.76019 3.06728
H -2.05712 1.89304 1.50574
H 4.29058 -2.11878 1.44112
C 3.46637 0.64684 -0.80192
H -0.64989 -3.95318 -3.74153
C 1.13669 1.54510 -2.16834
C 1.24057 0.24280 -3.00680
O 3.54594 1.98135 -5.13078
O 0.49990 -1.39149 3.62451
H 5.25089 0.44740 -7.07744
H -5.90125 -2.97343 2.63593
H 4.60923 3.69249 -0.36729
H 1.55584 -3.57633 -3.17317
H 4.16855 -0.23410 -5.82774
H -2.19434 -0.76602 0.98186
B 0.99244 -0.17263 3.38741
H -0.91579 -4.35063 -2.02410
C -0.32313 -3.75294 -2.71156
C 3.28301 -0.15149 1.88081
H 2.07664 2.09725 -2.25856
H -1.42068 1.33051 3.00264
H 0.28936 -1.47936 4.56748
H 2.19334 0.27386 -3.53710
H 3.92249 2.72742 0.97515
H 5.88051 0.10817 -5.43557
C 1.01374 1.17312 -0.70143
O -6.35229 -0.51974 2.47777
```

Computed properties:
total charge	+1
HOMO level	-0.3504	Ha
LUMO	-0.30592	Ha

Atomic partial charges in e from the Löwdin method, atoms 1 to 2: 0.09 0.04



Number 1: total energy -2444.94643 Ha. Number 2: total energy -7805.70352 Ha. Number 3: total energy -5220.69609 Ha.